1.
Formula: C44H39ClN2O5P2S2Sn
Source: the OMol25 dataset
Level of theory: the ωB97M-V functional and the def2-TZVPD basis

Summary:
LUMO energy: -4.77 eV
Energy above the lowest of the compared OMol25 structures with the same formula, charge and spin: 68.8 kJ/mol
HOMO energy: -12.61 eV

Geometry as ORCA input:
```
! wB97M-V def2-TZVPD RIJCOSX def2/J DEFGRID3
* xyz 2 1
Sn -0.745 0.169 -0.693
Cl -0.117 2.933 -0.276
C -1.621 3.794 -0.327
C -1.840 4.870 0.510
C -3.055 5.533 0.452
C -4.031 5.117 -0.436
C -3.800 4.040 -1.275
C -2.586 3.363 -1.236
P -2.154 1.948 -2.327
C -1.445 2.827 -3.761
C -1.492 2.161 -4.984
C -1.102 2.818 -6.136
C -0.640 4.124 -6.071
C -0.525 4.760 -4.845
C -0.925 4.116 -3.685
C -3.766 1.411 -2.976
C -4.289 0.198 -2.533
C -5.559 -0.183 -2.927
C -6.304 0.638 -3.759
C -5.763 1.820 -4.239
C -4.494 2.209 -3.855
H -1.073 5.191 1.194
H -3.238 6.371 1.105
H -4.977 5.635 -0.476
H -4.576 3.721 -1.954
H -1.861 1.145 -5.022
H -1.190 2.318 -7.088
H -0.371 4.645 -6.978
H -0.135 5.765 -4.792
H -0.850 4.635 -2.739
H -3.687 -0.440 -1.881
H -5.976 -1.114 -2.581
H -7.307 0.355 -4.037
H -6.336 2.446 -4.904
H -4.063 3.124 -4.235
O 0.267 -3.621 -2.590
C 1.037 -3.590 -1.701
O 0.774 -2.749 -0.549
C 2.188 -4.459 -1.404
C 2.694 -5.452 -2.231
C 3.723 -6.253 -1.751
C 4.221 -6.089 -0.465
C 3.730 -5.093 0.371
C 2.723 -4.280 -0.120
P 1.920 -2.822 0.544
C 1.040 -2.878 2.116
C -0.350 -2.925 2.149
C -1.002 -2.965 3.368
C -0.271 -2.969 4.545
C 1.115 -2.904 4.511
C 1.776 -2.850 3.297
C 3.048 -1.416 0.552
C 2.522 -0.163 0.839
C 3.358 0.935 0.902
C 4.726 0.767 0.730
C 5.256 -0.490 0.486
C 4.418 -1.586 0.382
H 2.287 -5.594 -3.221
H 4.143 -7.026 -2.377
H 4.992 -6.751 -0.104
H 4.116 -4.977 1.375
H -0.917 -2.932 1.226
H -2.080 -2.987 3.399
H -0.782 -3.015 5.494
H 1.671 -2.901 5.437
H 2.856 -2.792 3.264
H 1.447 -0.058 0.986
H 2.940 1.918 1.076
H 5.378 1.624 0.782
H 6.322 -0.616 0.366
H 4.818 -2.565 0.163
C 2.816 0.382 5.667
C 1.359 0.255 5.419
C 0.441 0.037 6.413
C -0.919 -0.089 6.054
N -1.304 -0.013 4.797
C -0.432 0.232 3.838
S -0.934 0.430 2.247
N 0.905 0.358 4.147
C -1.980 -0.298 7.062
H 3.031 0.200 6.716
H 3.170 1.382 5.417
H 3.374 -0.329 5.061
H 0.757 -0.037 7.439
H 1.550 0.560 3.392
H -1.575 -0.539 8.038
H -2.661 -1.075 6.723
H -2.573 0.614 7.146
C 1.531 0.070 -4.322
S 1.216 -0.585 -2.703
O 2.178 -1.600 -2.347
O 1.284 0.561 -1.744
O -0.188 -1.026 -2.667
H 2.522 0.504 -4.329
H 0.769 0.817 -4.512
H 1.456 -0.745 -5.029
*
```

Here are the Mulliken charges for atoms 1 to 6, given in e: 1.139 -0.006 0.824 -0.823 -0.608 -0.934



2.
Formula: C5H11O2
Source: the OMol25 dataset
Level of theory: the ωB97M-V functional and the def2-TZVPD basis

Summary:
LUMO energy: 3.33 eV
Energy above the lowest of the compared OMol25 structures with the same formula, charge and spin: 174.5 kJ/mol
HOMO energy: -3.51 eV

Geometry as ORCA input:
```
! wB97M-V def2-TZVPD RIJCOSX def2/J DEFGRID3
* xyz -1 1
C 0.430 -3.337 -1.901
C -0.969 -2.590 -2.053
O -0.708 -1.707 -2.904
O -1.984 -2.915 -1.423
H 0.748 -3.572 -2.944
H 0.369 -4.275 -1.263
H 1.099 -2.543 -1.547
C -0.226 2.175 0.875
C -0.250 2.443 2.398
C 0.701 1.100 0.463
H -1.360 1.886 0.690
H -0.170 3.253 0.447
H -0.841 3.330 2.751
H 0.783 2.562 2.859
H 0.632 0.330 1.114
H 0.421 0.932 -0.694
H -0.421 1.407 2.662
H 1.745 1.521 0.469
*
```

Here are the Mulliken charges for atoms 1 to 6, given in e: -0.694 0.533 -0.698 -0.714 0.205 0.237